The following is a DFT calculation (ωB97M-V with the def2-TZVPD basis set) of 11 unconnected molecules or ions with the total composition C25H68N4O29S7.

Last columns: bonded neighbours and bond lengths (Å).
CARTESIAN COORDINATES (ANGSTROEM)
1 H -33.821 10.015 -20.286  C26 1.090
2 H -30.460 8.054 -19.521  C90 1.090
3 H -33.362 6.373 -12.101  C74 1.090
4 O -28.270 0.971 -11.533  N102 1.232
5 H -24.419 2.316 -21.787  C50 1.090
6 C -25.358 10.216 -18.605  H18 1.090, S36 1.846, H97 1.090, H104 1.090
7 O -33.271 8.677 -18.711  C26 1.386, S82 1.673
8 H -21.814 8.718 -18.269  C41 1.090
9 H -29.803 3.808 -2.977  C93 1.090
10 H -23.121 3.448 -22.214  C50 1.090
11 O -32.852 9.217 -11.672  S132 1.471
12 O -23.347 1.954 -8.168  C54 1.355, S61 1.692
13 O -30.938 -0.297 -16.830  N125 1.207
14 O -27.592 11.160 -11.628  N21 1.246
15 H -35.833 9.225 -15.462  C95 1.090
16 O -34.923 9.472 -13.091  C118 1.446, S132 1.653
17 O -24.222 4.150 -20.649  C50 1.385, S72 1.638
18 H -25.320 9.759 -19.594  C6 1.090
19 O -29.134 0.563 -16.137  N125 1.230
20 H -22.867 3.836 -6.752  C100 1.090
21 N -27.698 11.833 -12.671  O14 1.246, C39 1.522, O94 1.205
22 H -37.498 8.728 -15.120  C95 1.090
23 H -24.354 0.542 -6.037  C112 1.090
24 H -28.183 -1.829 -11.478  C66 1.090
25 H -36.820 8.742 -12.535  C118 1.090
26 C -33.536 8.994 -20.034  H1 1.090, O7 1.386, H86 1.090, C129 1.549
27 O -27.914 5.269 -14.650  N80 1.179
28 H -22.550 8.370 -13.462  C108 1.090
29 H -28.148 7.275 -7.634  C31 1.090
30 O -31.594 10.648 -18.546  S82 1.469
31 C -29.194 7.512 -7.440  H29 1.090, H44 1.090, H73 1.090, S101 1.886
32 H -23.656 6.163 -11.610  C46 1.090
33 H -23.026 7.618 -10.883  C46 1.090
34 H -30.426 1.960 -14.855  C40 1.090
35 O -23.130 4.539 -15.681  S89 1.414
36 S -23.695 11.011 -18.501  C6 1.846, O53 1.425, O56 1.443, O117 1.650
37 H -21.667 7.063 -12.844  C108 1.090
38 C -28.349 6.069 -12.548  H62 1.090, H65 1.090, N80 1.506, H81 1.090
39 C -29.160 12.137 -12.961  N21 1.522, H110 1.090, H121 1.090, H133 1.090
40 C -31.098 1.629 -15.647  H34 1.090, H79 1.090, H91 1.090, N125 1.412
41 C -22.505 8.760 -19.110  H8 1.090, H69 1.090, C98 1.520, O117 1.424
42 H -31.105 7.171 -18.059  C90 1.090
43 H -26.894 2.198 -20.067  C128 1.090
44 H -29.679 7.895 -8.338  C31 1.090
45 O -35.202 8.549 -10.794  S132 1.474
46 C -23.513 7.230 -11.778  H32 1.090, H33 1.090, C108 1.531, H115 1.090
47 O -21.064 5.728 -15.174  S89 1.439
48 O -22.381 -0.338 -8.943  S61 1.478
49 H -29.564 -1.648 -12.651  C66 1.090
50 C -23.751 3.086 -21.401  H5 1.090, H10 1.090, O17 1.385, C122 1.513
51 H -22.769 7.831 -20.954  C98 1.090
52 H -25.504 2.578 -19.152  C128 1.090
53 O -23.831 12.318 -19.053  S36 1.425
54 C -24.390 2.729 -7.787  O12 1.355, H88 1.090, C100 1.463, H130 1.090
55 H -23.347 1.705 -19.781  C122 1.090
56 O -23.147 10.773 -17.188  S36 1.443
57 H -24.611 4.075 -6.438  C100 1.090
58 H -22.002 4.669 -12.360  C71 1.090
59 H -34.988 6.693 -12.890  C74 1.090
60 H -28.498 3.267 -3.874  C93 1.090
61 S -23.584 0.289 -8.357  O12 1.692, O48 1.478, O84 1.472, C112 1.859
62 H -29.269 5.484 -12.512  C38 1.090
63 H -21.334 7.181 -20.161  C98 1.090
64 H -35.355 8.572 -21.181  C129 1.090
65 H -27.670 5.568 -11.859  C38 1.090
66 C -28.622 -1.240 -12.283  H24 1.090, H49 1.090, N102 1.479, H111 1.090
67 H -35.481 8.210 -19.449  C129 1.090
68 O -30.090 0.061 -11.081  N102 1.184
69 H -23.402 8.157 -18.972  C41 1.090
70 O -28.840 5.286 -5.918  S101 1.737, C103 1.485
71 C -22.184 4.082 -13.260  H58 1.090, S89 1.853, H113 1.090, H120 1.090
72 S -25.830 4.461 -20.678  O17 1.638, O124 1.453, C128 1.942, O131 1.454
73 H -29.379 8.183 -6.601  C31 1.090
74 C -33.957 7.017 -12.749  H3 1.090, H59 1.090, H83 1.090, S132 1.866
75 H -30.071 3.568 -4.710  C93 1.090
76 H -34.570 7.140 -20.534  C129 1.090
77 O -32.168 9.221 -16.550  S82 1.427
78 O -23.244 6.458 -14.054  S89 1.691, C108 1.453
79 H -32.055 1.265 -15.275  C40 1.090
80 N -27.779 6.198 -13.936  O27 1.179, C38 1.506, O107 1.281
81 H -28.361 7.088 -12.163  C38 1.090
82 S -31.941 9.349 -17.953  O7 1.673, O30 1.469, O77 1.427, C90 1.845
83 H -33.338 7.300 -13.600  C74 1.090
84 O -24.868 -0.018 -9.008  S61 1.472
85 H -22.751 -0.387 -6.253  C112 1.090
86 H -32.657 8.596 -20.541  C26 1.090
87 O -31.246 6.108 -6.281  S101 1.480
88 H -24.478 3.481 -8.571  C54 1.090
89 S -22.328 5.206 -14.726  O35 1.414, O47 1.439, C71 1.853, O78 1.691
90 C -30.684 8.095 -18.455  H2 1.090, H42 1.090, S82 1.845, H127 1.090
91 H -31.132 2.480 -16.327  C40 1.090
92 O -29.922 4.974 -8.280  S101 1.506
93 C -29.360 3.928 -3.966  H9 1.090, H60 1.090, H75 1.090, C103 1.509
94 O -26.796 12.277 -13.337  N21 1.205
95 C -36.478 8.728 -14.737  H15 1.090, H22 1.090, H99 1.090, C118 1.559
96 H -21.282 8.719 -20.971  C98 1.090
97 H -25.379 9.412 -17.869  C6 1.090
98 C -21.909 8.091 -20.338  C41 1.520, H51 1.090, H63 1.090, H96 1.090
99 H -36.116 7.702 -14.664  C95 1.090
100 C -23.822 3.338 -6.584  H20 1.090, C54 1.463, H57 1.090, H126 1.090
101 S -30.015 5.857 -7.063  C31 1.886, O70 1.737, O87 1.480, O92 1.506
102 N -29.052 0.027 -11.651  O4 1.232, C66 1.479, O68 1.184
103 C -29.135 5.335 -4.464  O70 1.485, C93 1.509, H119 1.090, H123 1.090
104 H -26.184 10.901 -18.415  C6 1.090
105 H -24.337 -1.120 -6.788  C112 1.090
106 H -36.900 10.280 -13.351  C118 1.090
107 O -27.233 7.325 -14.210  N80 1.281
108 C -22.691 7.365 -13.063  H28 1.090, H37 1.090, C46 1.531, O78 1.453
109 H -22.217 3.144 -19.941  C122 1.090
110 H -29.666 12.190 -11.997  C39 1.090
111 H -28.103 -0.941 -13.194  C66 1.090
112 C -23.777 -0.210 -6.576  H23 1.090, S61 1.859, H85 1.090, H105 1.090
113 H -21.532 3.216 -13.383  C71 1.090
114 H -27.034 3.525 -18.769  C128 1.090
115 H -24.503 7.686 -11.798  C46 1.090
116 H -22.051 1.812 -20.979  C122 1.090
117 O -22.947 10.025 -19.592  S36 1.650, C41 1.424
118 C -36.346 9.343 -13.311  O16 1.446, H25 1.090, C95 1.559, H106 1.090
119 H -29.969 5.988 -4.207  C103 1.090
120 H -23.196 3.691 -13.155  C71 1.090
121 H -29.308 13.067 -13.511  C39 1.090
122 C -22.811 2.383 -20.446  C50 1.513, H55 1.090, H109 1.090, H116 1.090
123 H -28.334 5.814 -3.902  C103 1.090
124 O -26.005 5.663 -19.881  S72 1.453
125 N -30.359 0.585 -16.245  O13 1.207, O19 1.230, C40 1.412
126 H -23.635 2.668 -5.745  C100 1.090
127 H -29.837 8.271 -17.793  C90 1.090
128 C -26.429 3.020 -19.522  H43 1.090, H52 1.090, S72 1.942, H114 1.090
129 C -34.822 8.177 -20.317  C26 1.549, H64 1.090, H67 1.090, H76 1.090
130 H -25.322 2.188 -7.622  C54 1.090
131 O -26.355 4.226 -22.014  S72 1.454
132 S -34.192 8.642 -11.863  O11 1.471, O16 1.653, O45 1.474, C74 1.866
133 H -29.386 11.286 -13.603  C39 1.090

Results
net charge	0
SMILES	CCOS(C)(=O)=O.CCOS(C)(=O)=O.CCOS(C)(=O)=O.CCOS(C)(=O)=O.CCOS(C)(=O)=O.CCOS(C)(=O)=O.CCOS(C)(=O)=O.C[N+](=O)[O-].C[N+](=O)[O-].C[N+](=O)[O-].C[N+](=O)[O-]
energy relative to the best compared isomer or geometry (same formula, charge and spin)	170.2	kcal per mole
highest occupied orbital energy	-10.7084	eV
2S+1	1
HOMO-LUMO gap	10.44	eV
energy	-6180.914976	hartree